*A*
{"formula": "C5H7N", "method": "ωB97M-V/def2-TZVPD", "elements": ["C", "C", "C", "C", "C", "N", "H", "H", "H", "H", "H", "H", "H"], "positions_angstrom": [[0.212, -0.628, -1.305], [-0.525, 0.172, -0.244], [-0.834, -0.700, 1.017], [0.024, 0.513, 1.138], [1.305, 1.025, 0.747], [1.681, 1.753, -0.097], [0.818, 0.046, -1.915], [-0.537, -1.082, -1.973], [0.843, -1.433, -0.917], [-0.350, 1.328, -0.689], [-0.368, -1.697, 1.041], [-1.755, -0.638, 1.587], [-0.512, 1.342, 1.611]], "total_charge": 0, "orbital_gap_ev": 9.78, "smiles": "C[C@H]1C[C@H]1C#N"}

*B*
{"formula": "C5H7N", "method": "ωB97M-V/def2-TZVPD", "elements": ["C", "C", "C", "C", "N", "C", "H", "H", "H", "H", "H", "H", "H"], "positions_angstrom": [[0.444, -1.154, 0.045], [1.184, -0.028, -0.633], [0.590, 1.155, -0.491], [-0.646, 1.077, 0.340], [-1.770, 0.121, 0.047], [-0.685, -0.432, 0.788], [1.083, -1.717, 0.737], [0.112, -1.888, -0.711], [2.099, -0.182, -1.184], [1.030, 2.092, -0.831], [-0.752, 1.977, 0.984], [-1.790, -0.269, -0.897], [-0.899, -0.754, 1.808]], "total_charge": 0, "orbital_gap_ev": 9.94, "smiles": "C1=C[C@H]2N[C@H]2C1"}

*B* (2.877 eV below the next structure)